Record 1
2 unconnected molecules or ions with the total composition C3H9N4 at a distorted geometry, computed with ωB97M-V/def2-TZVPD.

XYZ file:
```
16
Properties=species:S:1:pos:R:3
C 1.51659 -1.09648 0.46834
C 1.42528 1.15680 -0.46330
C -1.84621 0.46478 0.38338
N 1.03374 -2.25207 0.96082
N -2.88999 1.39523 -1.53176
N -2.58343 0.95427 -0.44049
N 0.79217 -0.07939 0.07936
H 2.57053 -1.08379 0.58877
H 2.42991 1.22102 -0.43615
H 1.08473 1.07258 -1.50561
H 0.81452 1.92851 0.04427
H -2.14179 0.56554 1.42436
H 1.68034 -3.03330 1.25932
H -3.69700 1.11093 -2.04983
H -0.22963 0.03555 0.13053
H 0.04025 -2.36017 1.08798
```

## Properties
Orbital gap (alpha / beta)   9.733 / 9.733 eV
Net charge   +1
Multiplicity   1
E_HOMO (alpha / beta)   -13.43 / -13.43 eV
Calculated total energy   -338.36248 hartree

Partial charges, Löwdin, in e: atom 1 (C): -0.133, atom 2 (C): 0.008, atom 3 (C): 0.037, atom 4 (N): 0.154, atom 5 (N): 0.164, atom 6 (N): -0.145, atom 7 (N): 0.004, atom 8 (H): 0.149, atom 9 (H): 0.054, atom 10 (H): 0.109, atom 11 (H): 0.110, atom 12 (H): 0.091, atom 13 (H): 0.163, atom 14 (H): 0.097, atom 15 (H): 0.019, atom 16 (H): 0.118

***

Record 2
A gas-phase ion, C3H9N4 (charge +1) at a distorted geometry, computed with ωB97M-V/def2-TZVPD.

XYZ file:
```
16
Properties=species:S:1:pos:R:3
N 2.31025 -0.73464 0.28356
C 1.12055 -0.25979 0.01376
N -0.03004 -1.32660 -0.48322
N -1.23244 -0.51100 -0.41835
N -1.86894 -0.64019 0.89951
C -0.81069 0.88412 -0.62537
C 0.66224 1.13765 -0.15699
H 3.00423 -0.17546 0.77945
H 2.35066 -1.68816 -0.05463
H -1.76805 -0.91122 -1.14701
H -1.03426 -0.47397 1.57616
H -2.22448 -1.59680 0.96729
H -1.49157 1.42400 0.04940
H -1.00120 1.43150 -1.68925
H 0.65066 1.80104 0.80434
H 1.36308 1.63952 -0.79866
```

## Properties
Orbital gap   9.363 eV
Net charge   +1
Multiplicity   1
SMILES   NC1=N[N@@H+](N)CC1
E_HOMO   -13.21 eV
Calculated total energy   -338.34239 hartree

Partial charges, Löwdin, in e: atom 1 (N): 0.201, atom 2 (C): -0.229, atom 3 (N): 0.076, atom 4 (N): -0.243, atom 5 (N): 0.105, atom 6 (C): -0.128, atom 7 (C): -0.092, atom 8 (H): 0.157, atom 9 (H): 0.142, atom 10 (H): 0.162, atom 11 (H): 0.145, atom 12 (H): 0.106, atom 13 (H): 0.114, atom 14 (H): 0.192, atom 15 (H): 0.169, atom 16 (H): 0.123

***

Record 3
A gas-phase ion, C3H9N4 (charge +1) at a distorted geometry, computed with ωB97M-V/def2-TZVPD.

XYZ file:
```
16
Properties=species:S:1:pos:R:3
C 0.52510 -0.92543 1.46231
C 0.94786 1.31624 0.62403
C -0.54773 1.24848 -0.12798
N 1.03411 0.14039 1.38609
N -0.84852 -0.03075 -0.64349
N -0.04814 -2.06656 1.73349
N -0.39333 -0.32492 -2.02679
H 1.79846 1.30779 -0.12826
H 0.83333 2.04347 1.45150
H -1.27821 1.41615 0.64266
H -0.35943 2.13508 -0.91239
H -0.46564 -2.59721 0.99716
H -0.21943 -2.28028 2.78880
H -1.25199 -0.44668 -2.68539
H 0.11740 -1.37837 -2.03758
H 0.15616 0.44260 -2.52417
```

## Properties
Orbital gap   8.189 eV
Net charge   +1
Multiplicity   1
E_HOMO   -11.67 eV
Calculated total energy   -338.31323 hartree

Partial charges, Löwdin, in e: atom 1 (C): -0.107, atom 2 (C): -0.144, atom 3 (C): -0.270, atom 4 (N): 0.117, atom 5 (N): -0.173, atom 6 (N): 0.179, atom 7 (N): 0.021, atom 8 (H): 0.136, atom 9 (H): 0.129, atom 10 (H): 0.095, atom 11 (H): 0.144, atom 12 (H): 0.117, atom 13 (H): 0.200, atom 14 (H): 0.174, atom 15 (H): 0.225, atom 16 (H): 0.157

***

Record 4
A gas-phase ion, C3H9N4 (charge +1) at a distorted geometry, computed with ωB97M-V/def2-TZVPD.

XYZ file:
```
16
Properties=species:S:1:pos:R:3
C 2.96401 0.53877 0.32183
N 1.78483 0.39660 -0.41920
N 1.09475 -0.73341 -0.23532
C -0.21191 -0.82272 -0.28770
N -1.01257 0.19652 -0.27277
C -2.59882 -0.23184 -0.19544
N -3.45891 0.66203 0.27476
H 3.54739 -0.33270 0.51731
H 3.64636 1.03089 -0.39934
H 2.86476 1.09372 1.22856
H 1.09565 1.12338 -0.34677
H 1.59555 -1.57201 -0.46637
H -0.60020 -1.84533 -0.57864
H -3.09053 -1.19412 -0.30230
H -3.20422 1.45631 0.77628
H -4.41614 0.23394 0.38510
```

## Properties
Orbital gap   7.531 eV
Net charge   +1
Multiplicity   1
SMILES   CNN/C=N/C=[NH2+]
E_HOMO   -12.25 eV
Calculated total energy   -338.37831 hartree

Partial charges, Löwdin, in e: atom 1 (C): -0.086, atom 2 (N): -0.076, atom 3 (N): 0.001, atom 4 (C): -0.260, atom 5 (N): 0.077, atom 6 (C): 0.029, atom 7 (N): 0.183, atom 8 (H): 0.084, atom 9 (H): 0.105, atom 10 (H): 0.083, atom 11 (H): 0.120, atom 12 (H): 0.167, atom 13 (H): 0.159, atom 14 (H): 0.132, atom 15 (H): 0.112, atom 16 (H): 0.169

***

Record 5
A gas-phase ion, C3H9N4S (charge +1) at a distorted geometry, computed with ωB97M-V/def2-TZVPD.

XYZ file:
```
17
Properties=species:S:1:pos:R:3
C 2.29321 -0.11272 0.66058
C 0.95742 0.33263 0.24529
N 0.62093 1.55659 0.23726
N -0.71465 1.65642 -0.33249
C -1.14746 0.14037 -0.60506
S -2.67323 -0.21087 0.53583
N -0.05988 -0.51009 -0.03107
N 0.02863 -1.86419 0.09407
H 2.42458 -1.22184 0.58959
H 2.50342 -0.01770 1.75081
H 2.95565 0.58804 -0.05752
H -0.56806 2.07629 -1.20881
H -1.32383 2.06614 0.37559
H -1.32480 0.08988 -1.67865
H -3.69938 0.13373 -0.26133
H 0.57636 -2.22832 -0.66171
H -0.84891 -2.47439 0.34762
```

## Properties
Orbital gap   9.855 eV
Net charge   +1
Multiplicity   1
SMILES   CC1=N[NH2+][C@H](S)N1N
E_HOMO   -13.30 eV
Calculated total energy   -736.56050 hartree

Partial charges, Löwdin, in e: atom 1 (C): 0.017, atom 2 (C): -0.389, atom 3 (N): 0.119, atom 4 (N): 0.103, atom 5 (C): -0.422, atom 6 (S): 0.788, atom 7 (N): -0.215, atom 8 (N): 0.077, atom 9 (H): 0.091, atom 10 (H): 0.112, atom 11 (H): 0.158, atom 12 (H): 0.152, atom 13 (H): 0.152, atom 14 (H): 0.132, atom 15 (H): -0.131, atom 16 (H): 0.098, atom 17 (H): 0.159

***

Record 6
A single C3H9N5 molecule at a distorted geometry, computed with ωB97M-V/def2-TZVPD.

XYZ file:
```
17
Properties=species:S:1:pos:R:3
H 1.27122 2.08444 -0.36922
N 0.22075 1.95320 0.18595
C 0.08444 0.66379 0.04714
C -1.38599 0.00644 0.27075
N -2.32218 0.24190 -0.69985
N -1.47037 -1.01481 1.11466
H -0.51352 -0.93324 1.74421
N 1.08221 -0.35219 -0.07379
C 2.50161 0.08688 0.22210
N 0.82455 -1.39752 -0.80638
H -1.96874 1.19888 -1.32683
H -3.25611 0.08947 -0.29371
H 2.28386 1.23651 0.65376
H 3.15185 -0.82540 0.92153
H 3.03382 0.01629 -0.90472
H -0.09657 -1.15707 -1.54667
H 0.54911 -2.26652 -0.16248
```

## Properties
Orbital gap   8.997 eV
Multiplicity   1
SMILES   [H]/N=C(/C(N)=N\[H])N(C)N
E_HOMO   -8.46 eV
Calculated total energy   -393.27284 hartree

Partial charges, Löwdin, in e: atom 1 (H): 0.118, atom 2 (N): 0.072, atom 3 (C): -0.392, atom 4 (C): -0.492, atom 5 (N): 0.063, atom 6 (N): 0.049, atom 7 (H): 0.106, atom 8 (N): -0.377, atom 9 (C): -0.086, atom 10 (N): -0.033, atom 11 (H): 0.201, atom 12 (H): 0.098, atom 13 (H): 0.100, atom 14 (H): 0.141, atom 15 (H): 0.112, atom 16 (H): 0.188, atom 17 (H): 0.131

***

Record 7
A single C3H9N5 molecule at a distorted geometry, computed with ωB97M-V/def2-TZVPD.

XYZ file:
```
17
Properties=species:S:1:pos:R:3
H -2.37522 2.07677 -0.00740
N -1.37494 1.95789 0.01738
C -1.11339 0.68150 -0.00936
N -2.16548 -0.21690 -0.08774
C 0.38871 0.46240 0.05956
N 1.16393 1.64829 0.15740
C 0.84883 -0.77548 0.11249
N 0.08894 -1.92529 0.20491
N 2.21212 -0.99002 0.08139
H -3.08045 0.15494 -0.31231
H -2.06008 -1.16336 -0.45687
H 1.92042 1.80814 -0.50062
H 0.46720 2.39740 0.07429
H -0.71457 -1.82476 0.83574
H 0.71880 -2.59741 0.61859
H 2.37815 -1.59248 -0.71256
H 2.69704 -0.10162 -0.07488
```

## Properties
Orbital gap   8.117 eV
Multiplicity   1
SMILES   [H]/N=C(\N)C(N)=C(N)N
E_HOMO   -7.24 eV
Calculated total energy   -393.47151 hartree

Partial charges, Löwdin, in e: atom 1 (H): 0.032, atom 2 (N): 0.064, atom 3 (C): -0.389, atom 4 (N): 0.097, atom 5 (C): -0.253, atom 6 (N): 0.056, atom 7 (C): -0.452, atom 8 (N): 0.090, atom 9 (N): 0.104, atom 10 (H): 0.094, atom 11 (H): 0.082, atom 12 (H): 0.074, atom 13 (H): 0.046, atom 14 (H): 0.089, atom 15 (H): 0.088, atom 16 (H): 0.095, atom 17 (H): 0.081

***

Record 8
A molecular structure, C3H9N5 at a distorted geometry, computed with ωB97M-V/def2-TZVPD.

XYZ file:
```
17
Properties=species:S:1:pos:R:3
C -1.28734 1.66451 0.18219
C -1.26711 0.29741 -0.06443
C 1.00119 -0.06852 0.20545
H -1.11956 1.80854 1.17733
H -2.31346 2.10339 -0.16337
H -0.75645 2.43670 -0.55355
H -3.69743 -1.50657 0.13571
H -1.94086 -2.05191 0.92456
H 1.48868 0.90845 -0.54234
H 2.30686 -1.83097 0.08536
H 3.77591 -0.20460 0.41387
H 3.75633 -0.35697 -1.20880
N -2.51062 -0.15276 -0.58085
N -2.59042 -1.70501 -0.12183
N -0.16666 -0.46327 0.34819
N 2.13925 -0.86146 0.05473
N 3.18169 -0.01695 -0.29223
```

## Properties
Orbital gap   8.460 eV
Multiplicity   1
E_HOMO   -7.80 eV
Calculated total energy   -393.20950 hartree

Partial charges, Löwdin, in e: atom 1 (C): -0.122, atom 2 (C): -0.468, atom 3 (C): -0.219, atom 4 (H): 0.049, atom 5 (H): 0.111, atom 6 (H): 0.122, atom 7 (H): 0.079, atom 8 (H): 0.140, atom 9 (H): 0.208, atom 10 (H): 0.124, atom 11 (H): 0.021, atom 12 (H): 0.160, atom 13 (N): 0.014, atom 14 (N): -0.154, atom 15 (N): 0.074, atom 16 (N): -0.094, atom 17 (N): -0.045

***

Record 9
A gas-phase ion, C3H9N5 (charge +2) at a distorted geometry, computed with ωB97M-V/def2-TZVPD.

XYZ file:
```
17
Properties=species:S:1:pos:R:3
N 2.48890 -1.05505 -0.10262
C 1.43726 -0.28538 0.10270
N 1.46234 1.08038 0.05174
N 0.20146 1.72954 0.33593
C -0.95509 1.08694 -0.38747
C -1.02030 -0.44001 -0.06693
N -2.13326 -1.06251 0.06374
N 0.17915 -1.02160 0.15092
H 3.20934 -0.80273 -0.75071
H 2.47729 -2.00571 0.20469
H 0.18024 2.81848 0.00559
H 0.11982 1.87397 1.40370
H -0.71901 1.31334 -1.37482
H -2.04074 1.47139 -0.18903
H -3.00100 -0.53156 0.20245
H -2.26023 -2.07780 0.10150
H 0.37384 -2.09167 0.24862
```

## Properties
Orbital gap   9.628 eV
Net charge   +2
Multiplicity   1
SMILES   NC1=N[NH2+]CC(=[NH2+])N1
E_HOMO   -18.57 eV
Calculated total energy   -392.79470 hartree

Partial charges, Löwdin, in e: atom 1 (N): 0.226, atom 2 (C): -0.309, atom 3 (N): 0.120, atom 4 (N): 0.010, atom 5 (C): 0.018, atom 6 (C): -0.232, atom 7 (N): 0.279, atom 8 (N): 0.184, atom 9 (H): 0.154, atom 10 (H): 0.134, atom 11 (H): 0.273, atom 12 (H): 0.231, atom 13 (H): 0.129, atom 14 (H): 0.192, atom 15 (H): 0.176, atom 16 (H): 0.183, atom 17 (H): 0.234

***

Record 10
2 unconnected molecules or ions with the total composition C3H9N5 at a distorted geometry, computed with ωB97M-V/def2-TZVPD.

XYZ file:
```
17
Properties=species:S:1:pos:R:3
C -0.73565 1.74132 -0.32674
C 1.76217 -0.40247 -0.10921
C -0.51396 -1.40820 0.14365
N 0.54554 1.72084 0.05134
N -1.57748 0.74553 -0.21891
N 0.58406 -0.97680 -0.59909
N 1.54023 1.06192 0.33692
N -1.52862 -0.36889 0.52511
H -1.03522 2.67238 -0.91184
H 2.14824 -0.77299 0.87517
H 2.59475 -0.49916 -0.95847
H -1.18469 -2.10361 -0.30802
H -0.12869 -1.95057 1.01059
H -2.60547 0.84368 -0.39806
H 0.36362 -1.09799 -1.57586
H 2.17066 1.45821 1.56314
H -2.39950 -0.66318 0.90028
```

## Properties
Orbital gap (alpha / beta)   7.080 / 7.079 eV
Net charge   +2
Multiplicity   1
E_HOMO (alpha / beta)   -18.54 / -18.54 eV
Calculated total energy   -392.58819 hartree

Partial charges, Löwdin, in e: atom 1 (C): 0.001, atom 2 (C): -0.103, atom 3 (C): -0.141, atom 4 (N): 0.134, atom 5 (N): 0.085, atom 6 (N): -0.012, atom 7 (N): 0.110, atom 8 (N): 0.073, atom 9 (H): 0.211, atom 10 (H): 0.156, atom 11 (H): 0.213, atom 12 (H): 0.147, atom 13 (H): 0.151, atom 14 (H): 0.232, atom 15 (H): 0.163, atom 16 (H): 0.417, atom 17 (H): 0.163